Molecular formula: C19H55F2FeO9
Method: DFT, ωB97M-V/def2-TZVPD

Largest force on an atom: 0.057 Eh/bohr
Gap between HOMO and LUMO (spin up / spin down): 10.294 / 9.072 eV
LUMO (spin up / spin down): 0.02802 / -0.00982 Eh
⟨S²⟩: 8.759
DFT total energy: -2897.5191 hartree
Energy relative to the best compared isomer or geometry (same formula, charge and spin): 0.409 eV
HOMO energy (spin up / spin down): -9.532 / -9.340 eV

Structure (ORCA input):
```
! RIJCOSX wB97M-V def2-TZVPD def2/J DEFGRID3
* xyz 0 6
Fe 11.07 8.48 10.14
F 12.14 7.98 8.48
F 10.57 9.40 11.66
C 7.69 7.21 9.29
C 8.61 7.07 10.49
C 8.24 5.77 11.19
O 9.93 7.02 10.01
H 7.94 8.04 8.69
H 6.74 7.49 9.66
H 7.62 6.30 8.74
H 8.52 7.95 11.14
H 7.20 5.66 11.45
H 8.81 5.84 12.12
H 8.58 4.93 10.58
C 16.32 5.94 7.57
C 14.82 6.28 7.56
O 14.64 7.31 8.51
H 16.92 6.81 7.73
H 16.64 5.51 6.65
H 16.44 5.23 8.39
H 14.17 5.43 7.87
H 14.45 6.64 6.57
H 13.67 7.46 8.48
C 8.46 10.96 9.70
C 9.79 11.17 8.99
O 10.37 9.84 8.70
H 8.70 10.63 10.75
H 7.91 10.24 9.16
H 7.86 11.86 9.86
H 10.53 11.71 9.58
H 9.74 11.74 8.07
H 10.20 9.62 7.77
C 17.81 6.63 11.00
C 17.53 8.09 10.91
O 16.10 8.36 10.75
H 17.04 6.13 11.62
H 18.79 6.53 11.46
H 17.80 6.07 10.06
H 18.09 8.48 10.01
H 17.82 8.65 11.81
H 15.77 8.52 9.84
C 12.58 5.14 10.89
C 13.45 6.31 11.31
O 12.84 7.61 11.27
H 12.07 5.34 9.97
H 11.80 4.98 11.63
H 13.12 4.20 10.81
H 14.39 6.44 10.76
H 13.78 6.27 12.38
H 13.48 8.28 11.15
C 13.98 11.07 12.28
C 13.11 11.21 11.03
O 12.98 9.98 10.25
H 14.96 10.95 11.90
H 13.74 10.15 12.85
H 13.98 11.86 13.02
H 13.38 12.04 10.39
H 12.06 11.40 11.34
H 13.39 10.12 9.39
C 11.43 4.73 6.34
C 10.45 5.79 5.88
O 10.93 7.09 6.15
H 12.41 4.91 5.88
H 11.04 3.74 6.08
H 11.49 4.86 7.43
H 9.52 5.64 6.38
H 10.28 5.74 4.86
H 11.36 7.15 7.01
C 14.25 9.75 4.98
C 14.82 9.79 6.39
O 13.83 10.18 7.36
H 13.95 10.75 4.59
H 13.37 9.12 4.93
H 14.90 9.28 4.22
H 15.60 10.54 6.43
H 15.15 8.82 6.72
H 13.15 9.52 7.30
C 9.06 10.64 4.26
C 10.17 10.01 5.07
O 9.57 9.25 6.10
H 8.39 9.94 3.76
H 9.52 11.30 3.49
H 8.46 11.28 4.89
H 10.73 10.87 5.46
H 10.92 9.42 4.48
H 10.04 8.33 6.14
*
```

***

Molecular formula: C15H33N3O14Zr2
Method: DFT, ωB97M-V/def2-TZVPD

Largest force on an atom: 0.191 Eh/bohr
Gap between HOMO and LUMO: 3.414 eV
LUMO: -0.60802 Eh
DFT total energy: -1900.9170 hartree
Energy relative to the best compared isomer or geometry (same formula, charge and spin): 2.968 eV
HOMO energy: -19.959 eV

Structure (ORCA input):
```
! RIJCOSX wB97M-V def2-TZVPD def2/J DEFGRID3
* xyz 4 1
Zr 1.52 -0.40 -2.46
Zr 2.33 2.90 0.38
O -0.20 -1.35 -1.48
C -0.68 -0.74 -0.26
C -0.06 0.74 -0.02
O 1.16 1.14 -0.64
H -0.24 -1.40 0.50
H -1.76 -0.76 -0.09
H -0.13 0.97 1.04
H -0.87 1.36 -0.40
O 0.65 4.35 0.76
C 0.28 4.44 2.19
C 0.85 3.26 3.11
O 1.81 2.39 2.47
H -0.81 4.53 2.18
H 0.64 5.39 2.58
H 0.06 2.68 3.59
H 1.26 3.78 3.97
C 1.83 -2.76 2.03
N 0.97 -3.97 2.08
O 0.56 -4.47 1.03
O 0.76 -4.41 3.20
H 2.88 -3.05 2.01
H 1.71 -2.06 2.86
H 1.69 -2.13 1.15
C -0.11 -0.27 4.70
N -1.20 -0.75 3.75
O -1.80 0.12 3.13
O -1.41 -1.95 3.74
H 0.53 0.46 4.21
H 0.47 -1.10 5.12
H -0.70 0.24 5.46
C -3.09 3.18 1.54
N -3.29 3.98 0.24
O -3.17 5.21 0.36
O -3.42 3.44 -0.86
H -3.24 3.85 2.39
H -2.14 2.66 1.49
H -3.90 2.48 1.35
O -0.36 0.90 -3.33
C -1.52 1.36 -3.59
O -1.84 2.69 -3.62
C -0.76 3.58 -3.35
C -1.39 4.98 -3.25
C -2.71 0.35 -3.59
H 0.02 3.62 -4.10
H -0.42 3.39 -2.33
H -2.28 5.00 -2.63
H -1.76 5.24 -4.25
H -0.72 5.79 -2.97
H -3.53 0.52 -2.88
H -2.41 -0.68 -3.77
H -3.11 0.66 -4.55
O 1.75 -3.11 -2.56
C 1.41 -4.24 -2.20
O 2.21 -5.24 -1.66
C 3.50 -4.81 -1.26
C 4.32 -5.85 -0.42
C -0.02 -4.69 -2.09
H 3.42 -3.85 -0.75
H 4.12 -4.60 -2.13
H 5.40 -5.77 -0.52
H 4.02 -6.74 -0.96
H 4.06 -6.02 0.63
H -0.55 -4.74 -3.04
H -0.59 -4.01 -1.46
H 0.03 -5.73 -1.75
*
```

***

Molecular formula: C59H47FInN3O3P2S
Method: DFT, ωB97M-V/def2-TZVPD

Largest force on an atom: 0.029 Eh/bohr
Gap between HOMO and LUMO: 7.536 eV
LUMO: -0.20259 Eh
DFT total energy: -4036.8940 hartree
Energy relative to the best compared isomer or geometry (same formula, charge and spin): 2.381 eV
HOMO energy: -13.049 eV

Structure (ORCA input):
```
! RIJCOSX wB97M-V def2-TZVPD def2/J DEFGRID3
* xyz 2 1
In -0.24 -0.34 0.87
C 2.89 -0.10 4.32
O 1.54 0.20 4.84
C 0.74 0.13 3.78
N 1.26 -0.03 2.63
C 2.72 -0.13 2.80
C 3.29 -1.42 2.24
C 4.66 -1.45 2.01
C 5.29 -2.63 1.60
C 4.54 -3.79 1.48
C 3.17 -3.77 1.70
C 2.53 -2.59 2.10
C -0.72 0.20 3.97
C -1.38 0.24 5.19
C -2.76 0.24 5.21
C -3.45 0.23 4.03
C -2.74 0.20 2.85
N -1.41 0.20 2.82
C -3.30 0.27 1.47
N -2.60 0.14 0.41
C -3.57 0.27 -0.74
C -4.91 0.52 -0.05
O -4.62 0.51 1.37
C -3.38 -1.00 -1.55
C -4.42 -2.76 -2.39
C -3.77 -4.01 -2.95
C -2.51 -4.02 -3.35
C -1.66 -2.79 -3.31
C -1.95 -1.03 -2.09
H 3.20 -1.06 4.73
H 3.57 0.65 4.70
H 3.19 0.75 2.32
H 5.23 -0.54 2.17
H 6.37 -2.61 1.46
H 5.01 -4.71 1.17
H 2.56 -4.66 1.58
H 1.47 -2.56 2.32
H -0.78 0.24 6.09
H -3.25 0.30 6.16
H -4.53 0.27 4.02
H -3.29 1.14 -1.33
H -5.66 -0.22 -0.26
H -5.29 1.51 -0.31
H -5.49 -2.83 -2.45
H -4.34 -4.92 -2.95
H -2.06 -4.92 -3.73
H -0.82 -2.90 -3.99
H -1.39 -0.08 -1.93
O 4.08 0.05 -0.87
S 2.69 0.52 -0.63
C 1.92 0.53 -2.26
C 2.34 1.51 -3.16
C 1.97 1.41 -4.50
C 1.27 0.30 -4.95
C 0.86 -0.66 -4.02
C 1.13 -0.53 -2.66
P 0.51 -1.75 -1.43
C 1.57 -3.17 -1.68
C 2.95 -3.03 -1.63
C 3.76 -4.10 -2.00
C 3.19 -5.30 -2.40
C 1.82 -5.46 -2.35
C 1.01 -4.37 -2.03
C -1.18 -2.33 -1.84
C -2.41 -1.43 -3.46
C -3.90 -1.41 -2.97
C -3.90 -2.34 -0.95
C -2.88 -3.22 -0.31
C -1.62 -3.17 -0.68
C 2.80 2.30 -0.27
C 4.06 2.83 -0.36
C 4.24 4.17 -0.07
C 3.15 5.00 0.20
C 1.89 4.44 0.34
C 1.71 3.07 0.14
P 0.02 2.38 0.49
C -0.36 3.04 2.15
C -1.69 3.25 2.51
C -2.01 3.71 3.77
C -1.03 3.90 4.73
C 0.30 3.70 4.38
C 0.65 3.28 3.09
C -1.06 3.28 -0.67
C -1.59 4.54 -0.37
C -2.21 5.31 -1.33
C -2.39 4.82 -2.60
C -1.91 3.53 -2.90
C -1.21 2.78 -1.96
H 2.96 2.33 -2.82
H 2.21 2.22 -5.17
H 1.02 0.22 -6.00
H 0.27 -1.49 -4.36
H 3.40 -2.10 -1.33
H 4.86 -3.99 -1.98
H 3.83 -6.09 -2.72
H 1.36 -6.37 -2.67
H -0.07 -4.47 -2.07
H -2.19 -0.83 -4.36
H -4.58 -0.86 -3.61
H -4.73 -2.13 -0.27
H -3.18 -3.92 0.48
H -0.89 -3.81 -0.19
H 4.91 2.22 -0.65
H 5.23 4.58 -0.10
H 3.29 6.05 0.34
H 1.06 5.04 0.65
H -2.46 3.05 1.78
H -3.03 3.88 4.06
H -1.30 4.28 5.72
H 1.06 3.87 5.13
H 1.69 3.14 2.83
H -1.48 4.98 0.62
H -2.61 6.29 -1.04
H -2.91 5.41 -3.35
H -2.06 3.13 -3.90
H -0.75 1.83 -2.24
F -0.43 -2.14 1.68
*
```

***

Molecular formula: C23H22N3O2PtSTe
Method: DFT, ωB97M-V/def2-TZVPD

Largest force on an atom: 0.011 Eh/bohr
Gap between HOMO and LUMO: 5.674 eV
LUMO: -0.43651 Eh
DFT total energy: -1988.8946 hartree
Energy relative to the best compared isomer or geometry (same formula, charge and spin): 0.179 eV
HOMO energy: -17.552 eV

Structure (ORCA input):
```
! RIJCOSX wB97M-V def2-TZVPD def2/J DEFGRID3
* xyz 3 1
Pt 0.57 -0.37 -0.97
C 0.29 -1.31 3.79
N 0.23 -2.28 2.69
C 0.62 -3.59 2.77
C 0.48 -4.15 1.54
N -0.03 -3.16 0.72
C -0.16 -2.02 1.44
S -0.69 -0.47 0.89
C -0.34 -3.35 -0.66
C -0.95 -4.53 -1.05
C -1.20 -4.72 -2.40
C -0.83 -3.74 -3.31
C -0.24 -2.59 -2.83
N 0.03 -2.39 -1.52
H 0.41 -1.87 4.71
H -0.63 -0.74 3.83
H 1.14 -0.65 3.63
H 0.96 -4.03 3.70
H 0.70 -5.14 1.18
H -1.25 -5.26 -0.31
H -1.68 -5.63 -2.74
H -1.01 -3.85 -4.37
H 0.03 -1.79 -3.51
Te 1.04 2.17 -0.55
C -0.59 2.87 -1.63
C -1.87 2.33 -1.52
C -2.90 2.88 -2.27
C -2.65 3.95 -3.11
C -1.37 4.48 -3.22
C -0.32 3.95 -2.48
C 0.52 2.54 1.44
C 1.49 2.28 2.40
C 1.19 2.58 3.73
C -0.04 3.12 4.07
C -0.98 3.38 3.09
C -0.71 3.09 1.76
H -2.08 1.50 -0.84
H -3.90 2.47 -2.19
H -3.46 4.38 -3.69
H -1.18 5.32 -3.88
H 0.67 4.36 -2.58
H 2.46 1.89 2.13
H 1.94 2.41 4.49
H -0.24 3.37 5.10
H -1.93 3.84 3.36
H -1.43 3.33 0.99
C 2.96 -0.42 -2.53
O 3.29 -1.03 -1.25
C 2.44 -1.06 -0.28
O 2.51 -1.43 0.82
H 3.59 -0.93 -3.25
H 3.19 0.64 -2.50
H 1.90 -0.62 -2.78
*
```

***

> Which of these has the lowest energy relative to the best compared isomer or geometry (same formula, charge and spin)?

C23H22N3O2PtSTe

***

> What is the DFT total energy in the fourth record?

-1988.8946 hartree

***

> Number 1 is which compound?

C19H55F2FeO9

***

> Which of these has the highest largest force on an atom?

C15H33N3O14Zr2